[1]
15
Properties=species:S:1:pos:R:3:forces:R:3 method="wB97M-V/def2-TZVPD" mol_weight_g_mol=96.13 total_charge=0 total_energy_ha=-304.6720 gap_ev="7.8 / 9.0"
C 2.0920 0.3439 -0.1924 -0.264 -0.325 -0.410
C 1.0439 -1.7795 0.0530 1.250 2.322 -0.204
C 0.9352 -0.4466 -0.2205 -1.404 -2.082 0.171
C -0.5470 1.5504 -0.5196 -2.096 0.684 -2.492
C -0.3413 0.1330 -0.5434 0.248 -1.900 2.497
N 3.0778 0.8965 -0.3015 1.577 1.146 0.093
N -1.5194 -0.6824 1.2812 0.789 0.187 -1.447
H 0.2026 -2.3581 0.2715 -1.089 -0.883 -0.057
H 2.0394 -2.1196 0.1967 0.516 -0.735 0.248
H -0.5480 1.8870 0.4575 0.696 1.163 1.962
H 0.1135 2.0904 -1.2066 0.067 0.101 0.380
H -1.5952 1.7100 -0.8399 0.523 0.289 -0.106
H -1.0107 -0.5465 -0.9758 -0.758 -0.462 -0.998
H -1.5195 0.2461 1.7292 -0.735 -0.466 -0.338
H -2.4232 -0.9247 0.8106 0.681 0.961 0.701

[2]
15
Properties=species:S:1:pos:R:3:forces:R:3 method="wB97M-V/def2-TZVPD" smiles="N#C/C=C/CCN" mol_weight_g_mol=96.13 total_charge=0 total_energy_ha=-304.7804 gap_ev=9.9
N -0.8482 -2.5704 2.4956 0.502 0.362 -0.856
C -0.3055 -2.1010 1.5854 -0.502 -0.645 0.719
C 0.3558 -1.4140 0.5200 -0.060 -0.106 -0.221
C -0.2521 -1.0576 -0.6157 0.038 -0.034 0.186
C 0.3020 0.0964 -1.3802 0.054 -0.020 0.002
C -0.0096 1.3918 -0.5273 -0.023 0.183 -0.121
N -0.0210 1.1417 0.9014 -0.072 0.317 0.158
H 1.3353 -1.0147 0.7628 -0.118 -0.182 -0.052
H -1.2679 -1.3857 -0.8208 0.116 -0.063 0.028
H 1.3845 -0.0060 -1.5241 -0.172 0.017 0.172
H -0.1473 0.1947 -2.3754 0.085 0.017 0.230
H -0.9687 1.7915 -0.8820 0.153 -0.036 0.091
H 0.7519 2.1462 -0.7433 -0.118 -0.097 -0.070
H 0.4771 1.7926 1.4866 -0.092 0.238 -0.248
H -0.9424 0.9636 1.2796 0.208 0.046 -0.017

[3]
15
Properties=species:S:1:pos:R:3:forces:R:3 method="wB97M-V/def2-TZVPD" smiles=Cc1c[nH]c(N)c1 mol_weight_g_mol=96.13 total_charge=0 total_energy_ha=-304.8204 gap_ev=8.2
C 1.6497 -0.3636 -1.6647 0.011 -0.038 -0.102
C 0.4299 -0.1215 -0.8293 -0.022 -0.096 0.086
C -0.8574 0.2087 -1.1553 0.002 -0.335 0.219
N -1.5840 0.3193 0.0629 0.208 -0.027 0.156
C -0.7207 0.0843 1.0985 0.226 -0.024 -0.095
N -1.0179 0.1005 2.4705 -0.074 0.067 -0.020
C 0.5047 -0.2189 0.5812 0.115 0.049 0.253
H 2.3759 0.4402 -1.4963 -0.102 -0.083 -0.086
H 2.1328 -1.2919 -1.3407 -0.059 0.081 -0.137
H 1.4644 -0.4281 -2.7372 -0.121 0.017 0.050
H -1.2969 0.1134 -2.1421 -0.289 0.461 0.395
H -2.5208 0.6663 0.2345 0.347 -0.182 -0.558
H -0.1614 0.3192 2.9670 -0.297 -0.079 0.089
H -1.7555 0.7112 2.7913 -0.022 0.047 -0.253
H 1.3572 -0.5391 1.1597 0.079 0.140 0.002

[4]
15
Properties=species:S:1:pos:R:3:forces:R:3 method="wB97M-V/def2-TZVPD" smiles="C=CCC#N.C=N" mol_weight_g_mol=96.13 total_charge=0 total_energy_ha=-304.7649 gap_ev=11.2
C -0.5560 0.7438 -1.6494 -0.038 -0.030 0.078
C -1.1991 0.1183 -0.6721 0.017 0.057 -0.147
C -1.1871 0.5009 0.7900 0.037 0.024 0.024
C -0.0342 1.3209 1.1829 0.495 0.336 0.147
N 0.8954 1.9258 1.5033 -0.680 -0.389 -0.275
H 0.0604 1.6225 -1.4688 -0.054 -0.159 0.037
H -0.6236 0.3914 -2.6751 -0.035 0.063 0.167
H -1.8087 -0.7563 -0.8916 0.060 0.140 -0.010
H -2.1059 1.0407 1.0467 0.092 -0.069 0.003
H -1.1573 -0.4066 1.4030 0.007 0.110 -0.065
C 1.5192 -1.4106 -0.0576 -0.073 -0.121 0.204
N 1.2370 -1.5374 1.1731 0.194 0.157 -0.395
H 2.1426 -0.6126 -0.4785 -0.061 -0.083 0.134
H 1.1133 -2.1307 -0.7725 0.057 0.052 0.104
H 1.6771 -0.7842 1.7076 -0.018 -0.089 -0.006

[5]
15
Properties=species:S:1:pos:R:3:forces:R:3 method="wB97M-V/def2-TZVPD" smiles="C=CCN=C=CN" mol_weight_g_mol=96.13 total_charge=0 total_energy_ha=-304.7176 gap_ev=9.0
C 1.5510 0.7341 -0.8833 0.062 -0.027 -0.105
C 0.7512 -0.3094 -0.7096 0.570 -0.170 -0.308
C 1.0137 -1.3366 0.3503 0.212 -0.196 -0.019
N -0.1368 -1.6369 1.2593 -0.342 0.652 -0.166
C -0.9096 -0.6655 1.2052 0.460 -0.111 -0.213
C -1.2004 0.5617 0.7974 -0.305 0.100 0.539
N -2.0597 0.9607 -0.2335 -0.290 -0.099 0.119
H 1.5392 1.3118 -1.7987 -0.225 0.249 0.171
H 2.2633 1.0252 -0.1127 0.092 -0.198 -0.247
H -0.0354 -0.5337 -1.4334 0.283 -0.024 0.032
H 1.8357 -0.9943 0.9918 -0.080 -0.172 -0.084
H 1.3454 -2.2454 -0.1597 -0.097 -0.123 0.259
H -0.6905 1.3635 1.3222 -0.273 -0.017 0.169
H -2.7745 1.5846 0.1171 -0.074 0.038 -0.213
H -2.4925 0.1802 -0.7123 0.008 0.097 0.067

[6]
15
Properties=species:S:1:pos:R:3:forces:R:3 method="wB97M-V/def2-TZVPD" mol_weight_g_mol=96.13 total_charge=0 total_energy_ha=-304.6678 gap_ev=9.2
C -1.7098 -0.6060 -0.0746 -0.982 0.206 0.582
C -0.2915 -0.8781 0.0594 3.426 -0.364 -4.787
C 0.9074 0.1118 -1.2416 -0.663 0.492 0.295
N 1.7364 0.1151 -0.0530 -0.232 0.179 0.418
C 0.6674 -0.1095 0.9268 0.365 -0.147 0.584
C 0.0580 1.1539 1.3986 -0.405 1.072 0.306
N -0.4277 2.1540 1.7191 0.456 -0.906 -0.252
H -1.9435 0.4638 -0.0789 -0.161 -0.031 -0.036
H -2.2064 -1.1019 -0.9129 0.296 0.010 0.136
H -2.1271 -1.0232 0.8523 -0.412 0.118 -0.118
H 0.3273 -1.3349 -0.8861 -1.323 -0.451 2.376
H 0.3313 1.0149 -1.4673 0.073 0.048 0.114
H 1.4337 -0.2524 -2.1368 -0.466 -0.203 0.256
H 2.2538 0.9801 0.0955 -0.033 -0.267 -0.007
H 0.9906 -0.6877 1.7993 0.060 0.243 0.130

[7]
15
Properties=species:S:1:pos:R:3:forces:R:3 method="wB97M-V/def2-TZVPD" smiles=Cc1ccn(C)n1 mol_weight_g_mol=96.13 total_charge=0 total_energy_ha=-304.8187 gap_ev=10.0
C 2.4187 -0.5832 0.4028 0.046 -0.029 -0.015
C 0.9358 -0.3988 0.2974 0.067 -0.020 -0.037
C -0.1021 -1.1862 0.8497 0.025 0.016 -0.020
C -1.2609 -0.5808 0.4193 0.033 0.115 -0.047
N -0.8915 0.4676 -0.3493 -0.148 -0.066 0.098
C -1.7466 1.4306 -1.0034 -0.074 0.076 -0.034
N 0.4405 0.6007 -0.4240 0.003 -0.193 0.096
H 2.7435 -1.4493 -0.1838 -0.017 0.093 0.087
H 2.7395 -0.7427 1.4378 -0.102 0.024 -0.150
H 2.9297 0.3011 0.0129 -0.098 -0.128 0.056
H -0.0161 -2.0850 1.4453 0.006 0.212 -0.027
H -2.3048 -0.7801 0.6236 0.173 -0.074 -0.115
H -2.7426 0.9988 -1.1287 0.150 0.072 0.049
H -1.3323 1.6653 -1.9859 -0.044 -0.032 0.157
H -1.8155 2.3476 -0.4119 -0.018 -0.066 -0.098

[8]
15
Properties=species:S:1:pos:R:3:forces:R:3 method="wB97M-V/def2-TZVPD" mol_weight_g_mol=96.13 total_charge=0 total_energy_ha=-304.6799 gap_ev="7.7 / 7.7"
C 2.6885 -0.3186 -0.4991 0.020 0.013 0.006
C -0.1784 0.0704 1.7354 0.190 -0.087 -0.045
C -0.4339 -0.7561 0.6425 -0.211 -0.015 0.056
C -1.3493 0.1102 0.0083 -0.019 -0.075 -0.030
N -2.3359 -0.2168 -0.8736 -0.059 -0.071 0.053
C -1.1696 1.4355 0.5780 -0.005 0.147 -0.066
N -0.2157 1.3887 1.4944 -0.197 -0.056 -0.011
H 2.7404 -1.0507 0.3108 -0.004 0.111 -0.122
H 2.0966 -0.7313 -1.3200 0.092 0.063 0.116
H 3.6979 -0.0898 -0.8506 -0.147 -0.028 0.045
H -0.4499 -1.8360 0.6012 0.017 0.153 0.011
H -3.2386 0.2223 -0.7761 0.133 -0.013 -0.027
H -2.3640 -1.1638 -1.2195 0.009 0.126 0.052
H -1.6962 2.3444 0.2996 0.097 -0.135 0.023
H 2.2081 0.5915 -0.1311 0.084 -0.133 -0.062